(1)
This record from OMol25 describes one molecule with the formula CH4N2O2 at a distorted geometry. The level of theory is the ωB97M-V functional and the def2-TZVPD basis.

Values from the calculation:
total energy	-300.37307	a.u.
SMILES	NONC=O

Positions of all 9 atoms, in Å:
C  1.5177  -0.5689  0.0043
N  -1.6153  0.7170  -0.4374
N  0.1845  -0.7460  0.1692
O  2.0983  0.4648  -0.2454
O  -0.4811  0.5150  0.4074
H  2.0781  -1.5034  0.1324
H  -2.3525  1.1424  0.1441
H  -1.3270  1.4662  -0.9601
H  -0.1028  -1.4873  0.7855

Cartesian forces, eV/Å:
C 1.408 0.717 -0.064
N -0.807 -1.998 1.400
N -1.332 1.873 -0.410
O -0.557 -0.494 -0.036
O 0.160 -1.131 0.693
H -0.133 -0.367 -0.025
H 0.535 -0.724 0.323
H 1.048 2.145 -2.122
H -0.321 -0.023 0.241



(2)
This record from OMol25 describes a 2-piece molecular cluster, CH4N2O2 overall at a distorted geometry. The level of theory is the ωB97M-V functional and the def2-TZVPD basis.

Values from the calculation:
total energy	-300.28985	a.u.

Positions of all 9 atoms, in Å:
C  1.4853  0.4196  0.2417
N  -1.3681  0.4986  0.0281
N  -0.6180  -0.4294  0.6773
O  2.4501  -0.1766  -0.0945
O  -0.6576  -1.6140  -0.1188
H  1.0921  1.4437  -0.0238
H  -1.0150  1.4273  0.4247
H  -1.4932  0.5862  -1.0094
H  0.1243  -2.1552  -0.1254

Cartesian forces, eV/Å:
C -0.007 -1.411 0.033
N 0.408 2.492 0.305
N 1.525 -1.269 -0.800
O -1.078 1.046 0.185
O -1.922 1.185 -0.642
H 0.451 0.071 -0.250
H -1.121 -1.562 -0.747
H 0.709 -0.878 1.040
H 1.035 0.327 0.875



(3)
This record from OMol25 describes one molecule with the formula CH4N2O2 at a distorted geometry. The level of theory is the ωB97M-V functional and the def2-TZVPD basis.

Values from the calculation:
total energy	-300.32984	a.u.
SMILES	O/N=C\NO

Positions of all 9 atoms, in Å:
C  -0.2345  0.9341  -0.1018
H  1.0562  -1.5361  0.4118
H  1.8160  0.7950  0.0262
H  -0.2641  2.0840  -0.3513
H  -1.0297  -1.2846  -0.0839
N  0.9981  0.2362  0.3277
N  -1.3888  0.4747  -0.0584
O  0.8651  -0.9471  -0.2849
O  -1.8183  -0.7562  0.1147

Cartesian forces, eV/Å:
C 1.671 2.278 1.143
H 0.467 -1.669 1.028
H -0.371 -0.870 -0.253
H 0.764 -2.377 0.739
H -0.177 -0.726 0.246
N -1.785 4.793 0.188
N -2.097 2.941 -1.223
O 0.701 -2.417 -2.237
O 0.827 -1.954 0.368



(4)
This record from OMol25 describes one molecule with the formula CH4N2O2 at a distorted geometry. The level of theory is the ωB97M-V functional and the def2-TZVPD basis.

Values from the calculation:
<S²>	2.009
total energy	-300.16493	a.u.
multiplicity	3

Positions of all 9 atoms, in Å:
C  -0.7504  0.2022  -1.2345
N  0.3548  0.1219  1.5127
N  0.4219  -0.3498  -0.7575
O  -1.8102  0.1550  -0.7293
O  0.4659  -0.9029  0.6122
H  1.2674  -0.1370  -1.1923
H  -0.5047  0.0132  1.9054
H  1.1703  0.0927  2.1804
H  -0.6150  0.8048  -2.2971

Cartesian forces, eV/Å:
C 8.844 2.251 -6.530
N 3.744 1.336 0.380
N -1.019 -3.180 1.094
O -8.842 -0.632 4.081
O 0.290 0.898 -2.572
H 1.534 0.559 -0.185
H -2.688 -0.218 1.947
H -1.443 -0.110 -0.888
H -0.420 -0.905 2.674



(5)
This record from OMol25 describes one molecule with the formula CH4N2O2S at a distorted geometry. The level of theory is the ωB97M-V functional and the def2-TZVPD basis.

Values from the calculation:
total energy	-698.57168	a.u.

Positions of all 10 atoms, in Å:
C  0.4400  0.2911  -0.0963
N  1.1120  -0.6834  -0.8148
N  -0.7670  0.0655  0.4033
O  0.0209  2.3831  1.3167
O  -1.6160  -0.8769  -0.1819
S  1.1027  1.7438  0.4869
H  0.9259  -1.6795  -0.6250
H  1.7622  -0.2244  -1.3982
H  -1.3893  0.7642  0.7960
H  -1.5915  -1.7834  0.1132

Cartesian forces, eV/Å:
C 0.608 -0.126 0.577
N -1.908 0.902 1.401
N -1.889 -1.999 0.613
O -0.388 0.211 -0.057
O -0.594 0.727 -1.788
S 0.578 -0.420 -0.520
H 0.570 1.215 -0.707
H 1.132 -0.842 -0.791
H 1.053 0.510 0.136
H 0.837 -0.178 1.137



(6)
This record from OMol25 describes CH4N2O2S as an isolated structure at a distorted geometry. The level of theory is the ωB97M-V functional and the def2-TZVPD basis.

Values from the calculation:
total energy	-698.57297	a.u.

Positions of all 10 atoms, in Å:
C  0.6053  0.2349  0.8836
N  0.1143  -1.0407  0.5398
N  -1.1315  -0.6617  -0.1261
O  -1.0487  2.0851  -0.5103
O  0.4544  0.6014  -1.8560
S  -0.3012  0.8766  -0.6779
H  0.3384  0.7206  1.8554
H  1.6134  0.2976  0.6887
H  0.6252  -1.6956  -0.0329
H  -1.2697  -1.4182  -0.7643

Cartesian forces, eV/Å:
C -0.952 0.610 -0.852
N -2.179 -0.849 1.272
N 1.168 0.800 0.973
O -0.009 -0.492 -0.425
O 0.294 0.192 -0.468
S -0.545 -0.629 1.902
H -0.356 -0.612 -1.028
H 2.499 0.357 -0.060
H 0.770 0.726 -0.098
H -0.690 -0.102 -1.216



(7)
This record from OMol25 describes one molecule with the formula CH4N2O2S at a distorted geometry. The level of theory is the ωB97M-V functional and the def2-TZVPD basis.

Values from the calculation:
total energy	-698.63080	a.u.

Positions of all 10 atoms, in Å:
C  0.7570  1.3154  0.5717
N  -0.1069  -2.0587  -0.6428
N  -0.0639  1.9696  -0.1287
O  0.5513  0.0220  0.6755
O  -1.9316  -0.6010  -0.1732
S  -0.5784  -0.4289  -0.6934
H  1.5852  1.7617  1.0427
H  0.5792  -2.3051  0.0503
H  -0.9323  -2.6008  -0.4551
H  0.1404  2.9257  -0.2468

Cartesian forces, eV/Å:
C -1.555 0.876 -1.140
N 0.710 0.273 -0.400
N -0.473 -0.607 -0.070
O -0.127 -1.460 -0.513
O 0.353 1.194 -0.508
S -0.578 -1.814 1.574
H 1.266 0.013 0.911
H 0.501 0.249 0.087
H -0.471 -0.034 0.035
H 0.374 1.310 0.024



(8)
This record from OMol25 describes a 2-piece molecular cluster, CH4N2O2S overall at a distorted geometry. The level of theory is the ωB97M-V functional and the def2-TZVPD basis.

Values from the calculation:
total energy	-698.54031	a.u.
SMILES	[H]/N=C\ON=O.S

Positions of all 10 atoms, in Å:
C  0.7631  -0.4610  -0.6788
N  -1.4016  -1.0918  -1.2780
N  0.9063  0.4017  -1.5248
O  -2.2884  -1.8634  -1.1540
O  -0.4362  -0.9951  -0.1970
S  0.8321  1.1668  2.0105
H  1.4426  -0.9697  -0.0154
H  0.1386  0.7788  -2.0267
H  -0.2801  1.9585  1.6679
H  0.3236  1.0752  3.1964

Cartesian forces, eV/Å:
C -1.523 -0.967 1.647
N -1.141 -0.551 -1.109
N 2.191 0.891 -1.006
O 2.272 1.483 1.153
O -2.037 -1.441 -0.347
S -0.924 1.262 -1.264
H 1.182 0.364 -0.387
H -0.994 0.075 -0.148
H 1.289 -0.839 0.075
H -0.316 -0.277 1.387



(9)
This record from OMol25 describes one molecule with the formula CH4N2O2S at a distorted geometry. The level of theory is the ωB97M-V functional and the def2-TZVPD basis.

Values from the calculation:
total energy	-698.53285	a.u.
SMILES	N[C@@H](S)ON=O

Positions of all 10 atoms, in Å:
C  -0.7582  -0.0128  0.5222
N  -2.9164  -0.3763  -0.3689
N  -0.3978  -0.8806  -0.4164
O  -4.0683  -0.3155  -0.0956
O  -2.0674  0.0101  0.7493
S  -0.1985  2.0193  -0.0801
H  -0.1900  0.0309  1.4932
H  -1.2120  -1.2999  -0.8981
H  0.5551  -0.9243  -0.8985
H  -0.7293  2.0206  -1.2227

Cartesian forces, eV/Å:
C 2.463 3.413 0.582
N -2.213 0.170 0.487
N 1.499 -2.892 -2.926
O 3.060 0.103 -0.116
O -3.158 -0.171 0.936
S 0.978 -1.039 2.993
H -0.671 -0.112 -0.987
H 1.531 0.403 0.039
H -2.289 0.382 1.374
H -1.200 -0.258 -2.382



(10)
This record from OMol25 describes a 2-piece molecular cluster, CH4N2O2S overall at a distorted geometry. The level of theory is the ωB97M-V functional and the def2-TZVPD basis.

Values from the calculation:
total energy	-698.55981	a.u.
SMILES	[H]/N=C/S.O=NO

Positions of all 10 atoms, in Å:
C  0.7594  1.5284  -0.1491
N  1.4318  0.5137  0.0962
N  -0.8041  -2.1936  0.8602
O  -1.6746  -3.0147  1.0755
O  -1.0938  -1.3018  -0.0866
S  -0.6163  1.6692  -1.2409
H  0.8329  2.4110  0.4753
H  2.1226  0.6176  0.8426
H  -0.2686  -0.7842  -0.0025
H  -0.6894  0.5543  -1.8708

Cartesian forces, eV/Å:
C -1.062 0.538 0.437
N 0.666 -1.806 -0.177
N -1.575 -3.068 1.833
O 1.831 2.298 -1.028
O -0.092 0.236 -0.170
S -0.015 2.349 0.749
H 0.013 0.631 -0.268
H -0.274 0.184 -0.245
H 0.095 0.413 -0.534
H 0.414 -1.775 -0.598



(11)
This record from OMol25 describes a 2-piece molecular cluster, CH4N2O3 overall at a distorted geometry. The level of theory is the ωB97M-V functional and the def2-TZVPD basis.

Values from the calculation:
total energy	-375.50659	a.u.

Positions of all 10 atoms, in Å:
C  1.5231  0.0628  -0.4171
N  0.3880  -0.5842  0.2894
N  -2.2409  0.3160  0.2444
O  -1.6952  1.1117  0.9277
O  -3.2869  0.2524  -0.3335
O  -0.6242  -1.1721  -0.2284
H  1.8096  -0.5579  -1.2145
H  1.2586  1.0367  -0.7311
H  2.5576  0.1263  0.1623
H  0.3102  -0.5916  1.3007

Cartesian forces, eV/Å:
C 1.299 -0.769 2.003
N 0.158 -0.541 0.970
N -0.619 -0.850 -0.961
O -0.262 0.562 0.200
O 0.618 0.500 0.675
O 1.173 0.558 -0.657
H -0.096 -0.699 -1.438
H -0.293 1.045 -0.453
H -2.632 -0.167 -0.340
H 0.654 0.360 -0.001



(12)
This record from OMol25 describes one molecule with the formula CH4N2O3 at a distorted geometry. The level of theory is the ωB97M-V functional and the def2-TZVPD basis.

Values from the calculation:
total energy	-375.52508	a.u.

Positions of all 10 atoms, in Å:
N  0.9994  0.2856  0.5902
N  -0.3021  0.6206  -1.2330
C  -0.5016  0.1572  0.1087
O  1.7907  -0.6385  -0.0388
O  -0.8512  -1.1959  0.2117
O  -1.2649  1.0853  0.5549
H  1.2943  -1.4754  0.0405
H  -1.4934  -1.2642  0.9340
H  1.4029  1.1918  0.3460
H  -1.0741  1.2336  -1.5142

Cartesian forces, eV/Å:
N -0.802 -0.370 -0.342
N 0.458 -0.250 0.225
C 0.599 0.187 -1.464
O -0.216 -0.176 0.123
O 0.198 0.487 0.387
O -0.114 0.047 0.966
H 0.082 0.195 0.049
H 0.143 0.017 -0.069
H -0.281 0.005 0.053
H -0.067 -0.142 0.073